## w
C4H12N2O | ωB97M-V with the def2-TZVPD basis set

Last column: Löwdin charge in e.
Geometry (Å):
N1 -0.548 2.320 -1.403  -0.02
C1 -0.106 0.983 -1.187  -0.32
C2 0.272 0.481 0.261  -0.32
N2 -0.989 0.547 1.097  0.03
C3 0.525 -1.041 -0.086  -0.19
C4 0.855 -1.981 1.066  -0.28
O1 -0.141 -1.990 2.096  -0.11
H1 -1.304 2.324 -2.091  0.07
H2 0.228 2.791 -1.888  0.08
H3 0.838 0.756 -1.892  0.14
H4 -0.896 0.263 -1.520  0.11
H5 1.172 0.910 0.685  0.13
H6 -1.708 0.746 0.416  0.06
H7 -0.978 1.365 1.749  0.10
H8 -0.476 -1.371 -0.582  0.14
H9 1.312 -1.130 -0.877  0.12
H10 1.810 -1.670 1.581  0.12
H11 0.906 -3.023 0.687  0.11
H12 -0.769 -1.279 1.887  0.03

Calculated values
- structure (SMILES) = NC[C@@H](N)CCO
- LUMO level (Eh) = 0.02754

=====

## x
C4H12N2O | ωB97M-V with the def2-TZVPD basis set

Last column: Löwdin charge in e.
Geometry (Å):
N1 -1.541 1.020 1.146  0.01
C1 -2.061 0.042 0.161  -0.33
N2 -1.069 -0.426 -0.738  -0.08
C2 0.079 0.316 -1.299  -0.18
C3 1.426 -0.452 -0.856  -0.16
C4 1.520 -0.671 0.653  -0.28
O1 1.376 0.518 1.452  -0.10
H1 -0.895 1.598 0.641  0.04
H2 -1.325 0.541 1.999  0.05
H3 -2.522 -0.746 0.814  0.12
H4 -2.889 0.612 -0.269  0.09
H5 -1.416 -1.033 -1.462  0.10
H6 0.028 0.118 -2.363  0.10
H7 0.202 1.366 -1.061  0.10
H8 1.450 -1.450 -1.289  0.10
H9 2.224 0.255 -1.128  0.11
H10 0.712 -1.216 1.146  0.11
H11 2.442 -1.249 0.783  0.11
H12 2.258 0.859 1.669  0.09

Calculated values
- structure (SMILES) = NCNCCCO
- LUMO level (Eh) = 0.03238

=====

Relative energies, unit eV: w 0.000; x 0.643